# C4H2N2O

C4H2N2O in the gas phase at a distorted geometry (ωB97M-V with the def2-TZVPD basis set, the OMol25 dataset).

Last columns: bonded neighbours and bond lengths (Å).
Positions of all 9 atoms, in Å:
1 C 0.4370 -1.6837 -0.2290  C2 1.453, N7 1.162
2 C 0.0070 -0.2981 -0.1495  C1 1.453, C3 1.374, O9 1.346
3 C -1.1856 0.3503 -0.3605  C2 1.374, H5 1.055, N8 1.378
4 C 0.1827 1.7278 0.4511  H6 1.139, N8 1.297, O9 1.310
5 H -2.1233 -0.0177 -0.6754  C3 1.055
6 H 0.7511 2.6429 0.8211  C4 1.139
7 N 0.7499 -2.8025 -0.2687  C1 1.162
8 N -1.0647 1.6409 0.1082  C3 1.378, C4 1.297
9 O 0.8662 0.6161 0.3381  C2 1.346, C4 1.310

Results
Molar mass, u: 94.07
Kohn-Sham gap, Eh: 0.38482
Relative energy (zero: lowest compared OMol25 entry of this formula, charge and spin), kcal per mole: 0.0
SMILES string: N#Cc1cnco1
Multiplicity: 1
E_HOMO, eV: -10.13